[1]
ORCA calculation (ωB97M-V with the def2-TZVPD basis set) on a molecular structure, C4H5NO2 at a distorted geometry.

Computed properties:
* energy above the lowest of the compared OMol25 structures with the same formula, charge and spin: 6.890 eV
* energy: -9807.4252 eV
* charge: 0
* LUMO (alpha / beta): -1.6 / -2.0 eV

```
12
C4H5NO2 (ωB97M-V with the def2-TZVPD basis set)
O 1.135 2.153 0.814
C 0.628 1.091 0.537
N 1.190 0.058 -0.192
C 0.558 -1.194 -0.105
C -0.871 -0.620 0.169
O -1.216 -0.440 1.407
C -0.866 0.768 0.594
H 0.196 0.255 -1.608
H 0.812 -1.774 0.780
H 0.619 -1.784 -1.019
H -0.508 0.016 -1.834
H -1.677 1.471 0.456
```

Atom charges from the Löwdin analysis, given in e for atoms 1 to 4: O 0.08; C -0.48; N 0.07; C -0.19

[2]
ORCA calculation (ωB97M-V with the def2-TZVPD basis set) on a molecular structure, C42H43Cl3N2O4PtS3.

Computed properties:
* energy above the lowest of the compared OMol25 structures with the same formula, charge and spin: 0.399 eV
* energy: -128726.7882 eV
* charge: +2
* LUMO: -6.2 eV

```
98
C42H43Cl3N2O4PtS3 (ωB97M-V with the def2-TZVPD basis set)
Pt 0.225 0.452 -1.033
O -1.398 1.677 -1.116
S -1.282 3.060 -1.818
C 0.487 3.505 -2.089
C 1.258 2.968 -3.302
C 1.338 1.438 -3.364
C 2.680 0.707 -3.343
S 3.225 0.071 -1.713
O 2.004 -0.565 -1.013
C 3.577 1.619 -0.894
C 2.929 1.999 0.270
C 3.296 3.192 0.879
C 4.303 3.976 0.335
C 4.968 3.564 -0.815
C 4.615 2.376 -1.431
C -1.822 2.903 -3.504
C -2.059 4.102 -4.167
C -2.445 4.062 -5.497
C -2.603 2.838 -6.133
C -2.391 1.653 -5.442
C -2.001 1.669 -4.108
H 0.977 3.255 -1.143
H 0.431 4.595 -2.142
H 2.259 3.400 -3.232
H 0.806 3.346 -4.218
H 0.681 1.011 -4.115
H 0.884 1.180 -2.389
H 3.508 1.338 -3.671
H 2.655 -0.178 -3.978
H 2.157 1.376 0.702
H 2.799 3.501 1.789
H 4.587 4.900 0.818
H 5.772 4.161 -1.222
H 5.162 2.038 -2.303
H -1.959 5.052 -3.656
H -2.635 4.984 -6.029
H -2.913 2.808 -7.168
H -2.537 0.706 -5.943
H -1.860 0.744 -3.565
Cl -3.443 3.370 6.887
C -2.277 2.237 6.312
C -1.712 2.409 5.056
C -0.778 1.491 4.612
C -0.392 0.402 5.390
C 0.644 -0.565 4.873
C 0.063 -1.655 3.977
N -0.427 -1.132 2.705
C -1.739 -0.907 2.354
C -1.726 -0.351 1.117
N -0.407 -0.237 0.729
C 0.350 -0.718 1.703
O 1.641 0.083 4.105
C 2.454 0.999 4.851
C 2.897 0.481 6.183
C 3.579 -0.684 6.383
Cl 4.088 -1.787 5.169
S 3.906 -0.988 8.036
C 3.128 0.463 8.493
C 2.637 1.137 7.420
C -0.983 0.256 6.642
Cl -0.601 -1.103 7.651
C -1.920 1.165 7.112
H -1.999 3.255 4.449
H -0.306 1.636 3.646
H 1.099 -1.092 5.714
H -0.777 -2.134 4.478
H 0.822 -2.410 3.774
H -2.553 -1.156 3.010
H -2.535 -0.025 0.490
H 1.423 -0.772 1.715
H 1.904 1.932 5.005
H 3.306 1.196 4.199
H 3.068 0.736 9.534
H 2.104 2.074 7.496
H -2.369 1.031 8.085
C -4.060 -7.016 -4.256
C -3.208 -5.847 -3.863
C -1.897 -6.024 -3.436
C -1.100 -4.953 -3.066
C 0.312 -5.243 -2.614
C -1.635 -3.647 -3.137
C -0.781 -2.540 -2.751
O -1.029 -1.342 -2.838
C -2.969 -3.451 -3.562
C -3.604 -2.091 -3.638
C -3.723 -4.554 -3.914
H -3.520 -7.955 -4.164
H -4.397 -6.914 -5.288
H -4.950 -7.069 -3.629
H -1.488 -7.025 -3.391
H 0.495 -6.314 -2.645
H 0.492 -4.911 -1.591
H 1.054 -4.767 -3.257
H 0.194 -2.832 -2.330
H -3.103 -1.476 -4.385
H -3.532 -1.557 -2.691
H -4.653 -2.184 -3.912
H -4.747 -4.408 -4.236
```

Atom charges from the Löwdin analysis, given in e for atoms 1 to 4: Pt 1.10; O -0.64; S 1.12; C -0.29

[3]
ORCA calculation (ωB97M-V with the def2-TZVPD basis set) on 2 unconnected molecules or ions with the total composition C5H14O at a distorted geometry.

Computed properties:
* energy above the lowest of the compared OMol25 structures with the same formula, charge and spin: 0.829 eV
* structure (SMILES): CC(C)O.CC
* energy: -7458.9568 eV
* charge: 0
* LUMO: 1.0 eV

```
20
C5H14O (ωB97M-V with the def2-TZVPD basis set)
C -3.212 -0.765 0.060
C -1.834 -0.126 0.129
C -0.792 -0.847 0.967
O -1.345 0.009 -1.245
H -3.900 -0.133 0.633
H -3.212 -1.743 0.550
H -3.562 -0.818 -0.968
H -1.885 0.929 0.382
H -0.383 -1.704 0.436
H -0.106 -0.119 1.381
H -1.287 -1.354 1.816
H -0.378 -0.002 -1.228
C 2.731 0.122 -0.060
C 2.779 1.513 -0.668
H 1.784 -0.330 -0.369
H 3.587 -0.473 -0.376
H 2.656 0.093 1.026
H 2.767 1.513 -1.754
H 3.651 2.088 -0.354
H 1.941 2.147 -0.356
```

Atom charges from the Löwdin analysis, given in e for atoms 1 to 4: C -0.05; C -0.46; C -0.06; O -0.09

[4]
ORCA calculation (ωB97M-V with the def2-TZVPD basis set) on a molecular structure, C28H41AsMnN3OSi2 at a distorted geometry.

Computed properties:
* energy: -144130.4643 eV
* charge: +1
* 2S+1: 2
* LUMO (alpha / beta): -3.3 / -3.6 eV

```
77
C28H41AsMnN3OSi2 (ωB97M-V with the def2-TZVPD basis set)
Mn -0.246 0.381 -0.640
C 2.222 2.515 2.685
Si 1.183 2.620 1.137
C 2.304 2.519 -0.346
C 0.246 4.245 1.106
N -0.003 1.313 1.000
C -0.837 0.895 1.967
C -0.908 1.383 3.295
C -1.799 0.834 4.175
C -2.665 -0.220 3.785
C -2.641 -0.712 2.514
C -1.738 -0.167 1.565
N -1.616 -0.530 0.290
Si -2.488 -1.833 -0.545
C -4.304 -1.397 -0.627
C -2.190 -3.472 0.280
C -1.765 -1.835 -2.268
H 3.089 3.168 2.554
H 2.599 1.504 2.852
H 1.712 2.843 3.590
H 3.003 3.359 -0.303
H 1.769 2.579 -1.297
H 2.883 1.594 -0.357
H 0.926 5.091 1.231
H -0.498 4.298 1.904
H -0.274 4.383 0.153
H -0.259 2.184 3.614
H -1.845 1.209 5.189
H -3.357 -0.632 4.508
H -3.309 -1.512 2.227
H -4.782 -1.400 0.353
H -4.838 -2.112 -1.257
H -4.442 -0.404 -1.062
H -2.498 -3.483 1.326
H -1.128 -3.727 0.247
H -2.743 -4.257 -0.240
H -2.086 -0.971 -2.854
H -2.098 -2.733 -2.794
H -0.671 -1.862 -2.264
C -3.039 3.248 -0.666
As -1.999 2.872 -2.227
C -3.166 2.483 -3.689
C -0.895 4.359 -2.701
O -1.044 1.524 -1.964
H -3.655 4.131 -0.829
H -2.367 3.410 0.175
H -3.670 2.383 -0.467
H -3.674 3.389 -4.016
H -3.899 1.745 -3.369
H -2.569 2.078 -4.504
H -1.504 5.134 -3.164
H -0.146 4.005 -3.407
H -0.404 4.756 -1.814
N 1.273 -0.524 -0.801
C 2.012 -1.506 -0.488
C 3.313 -1.688 -1.190
C 3.470 -1.213 -2.491
C 4.687 -1.338 -3.137
C 5.764 -1.926 -2.484
C 5.618 -2.392 -1.186
C 4.394 -2.282 -0.542
C 1.619 -2.490 0.563
C 1.052 -2.044 1.754
C 0.655 -2.953 2.722
C 0.811 -4.315 2.501
C 1.376 -4.765 1.315
C 1.790 -3.856 0.352
H 2.625 -0.754 -2.988
H 4.800 -0.981 -4.152
H 6.716 -2.021 -2.989
H 6.456 -2.844 -0.673
H 4.283 -2.646 0.471
H 0.944 -0.981 1.921
H 0.224 -2.596 3.650
H 0.498 -5.026 3.254
H 1.500 -5.826 1.141
H 2.238 -4.207 -0.569
```

Atom charges from the Löwdin analysis, given in e for atoms 1 to 4: Mn 0.68; C -0.16; Si 0.44; C -0.17

Q: Which of these has the highest energy?
A: C5H14O

Repeat the third record exactly.
ORCA calculation (ωB97M-V with the def2-TZVPD basis set) on 2 unconnected molecules or ions with the total composition C5H14O at a distorted geometry.

Computed properties:
* energy above the lowest of the compared OMol25 structures with the same formula, charge and spin: 0.829 eV
* structure (SMILES): CC(C)O.CC
* energy: -7458.9568 eV
* charge: 0
* LUMO: 1.0 eV

```
20
C5H14O (ωB97M-V with the def2-TZVPD basis set)
C -3.212 -0.765 0.060
C -1.834 -0.126 0.129
C -0.792 -0.847 0.967
O -1.345 0.009 -1.245
H -3.900 -0.133 0.633
H -3.212 -1.743 0.550
H -3.562 -0.818 -0.968
H -1.885 0.929 0.382
H -0.383 -1.704 0.436
H -0.106 -0.119 1.381
H -1.287 -1.354 1.816
H -0.378 -0.002 -1.228
C 2.731 0.122 -0.060
C 2.779 1.513 -0.668
H 1.784 -0.330 -0.369
H 3.587 -0.473 -0.376
H 2.656 0.093 1.026
H 2.767 1.513 -1.754
H 3.651 2.088 -0.354
H 1.941 2.147 -0.356
```

Atom charges from the Löwdin analysis, given in e for atoms 1 to 4: C -0.05; C -0.46; C -0.06; O -0.09

Q: The lowest energy belongs to which entry?
A: C28H41AsMnN3OSi2

Repeat the first record exactly.
ORCA calculation (ωB97M-V with the def2-TZVPD basis set) on a molecular structure, C4H5NO2 at a distorted geometry.

Computed properties:
* energy above the lowest of the compared OMol25 structures with the same formula, charge and spin: 6.890 eV
* energy: -9807.4252 eV
* charge: 0
* LUMO (alpha / beta): -1.6 / -2.0 eV

```
12
C4H5NO2 (ωB97M-V with the def2-TZVPD basis set)
O 1.135 2.153 0.814
C 0.628 1.091 0.537
N 1.190 0.058 -0.192
C 0.558 -1.194 -0.105
C -0.871 -0.620 0.169
O -1.216 -0.440 1.407
C -0.866 0.768 0.594
H 0.196 0.255 -1.608
H 0.812 -1.774 0.780
H 0.619 -1.784 -1.019
H -0.508 0.016 -1.834
H -1.677 1.471 0.456
```

Atom charges from the Löwdin analysis, given in e for atoms 1 to 4: O 0.08; C -0.48; N 0.07; C -0.19